Entry 1:
# C48H48Li2O20S

A molecular structure, C48H48Li2O20S at a distorted geometry (the ωB97M-V functional and the def2-TZVPD basis, the OMol25 dataset).

Summary:
Energy above the lowest of the compared OMol25 structures with the same formula, charge and spin: 11.4 kcal/mol
Electronic energy: -102740.1117 eV
E_HOMO: -0.27332 Ha
HOMO-LUMO gap: 5.84 eV
LUMO level: -1.599 eV
Net charge: 0
F_max: 11.02 eV/Å

Structure (XYZ):
```
119
Properties=species:S:1:pos:R:3:forces:R:3
Li 2.5482 -2.9742 1.4184 -0.317 0.460 -0.354
Li 3.4922 2.2938 -0.4416 -0.991 -1.152 0.352
S 1.4172 -0.3432 0.1084 -0.504 0.801 -3.232
O 1.5162 -1.1302 -1.1306 -0.661 -1.291 -0.345
O 1.7162 -1.2272 1.2054 0.898 -1.809 2.763
O 2.3712 0.7208 -0.0586 2.806 2.545 0.485
O 0.1242 0.2778 0.2964 -1.248 -0.398 0.608
C 4.0422 2.0648 3.9134 -0.131 -1.160 -0.697
C 3.9922 3.4168 4.0874 -1.532 1.049 -1.207
C 2.6822 4.1388 3.9064 5.814 0.342 2.755
C 1.5692 3.4488 3.7444 -3.728 -0.915 -0.427
C 1.5812 2.0468 3.5924 1.511 -1.145 -1.325
C 2.8382 1.3788 3.6014 -1.429 0.541 0.791
O 2.9472 0.0248 3.4924 1.326 0.209 0.667
O 2.6862 5.4748 4.2674 -1.068 0.193 -0.822
H 4.9932 1.4558 3.8994 -1.149 0.904 0.247
H 4.9672 3.9108 4.1954 -0.728 0.345 0.223
H 0.5652 3.9568 3.7894 1.231 -0.451 -0.216
H 0.6812 1.4798 3.2344 0.748 0.713 0.716
H 2.2782 -0.3752 2.9654 -1.072 -0.144 -0.899
H 3.4592 5.7448 4.7634 0.248 -0.417 -0.061
C -3.1818 5.7938 2.4634 1.535 -2.175 -0.581
C -2.1128 4.9648 2.1494 1.329 0.164 -0.632
C -2.3368 3.6218 1.8164 -0.841 -0.632 0.966
C -3.6398 3.1298 1.8864 -1.563 2.750 0.986
C -4.7698 3.9738 2.3284 1.439 -2.730 -1.808
C -4.4458 5.3008 2.6254 -1.849 -2.305 -0.277
O -5.3948 6.1048 3.0794 -0.548 3.124 0.707
O -1.2688 2.8068 1.6304 1.170 -3.480 -1.537
H -2.8758 6.7688 2.4044 -0.245 2.676 0.741
H -1.0618 5.4378 2.1184 -1.769 -1.024 -0.122
H -3.7808 2.1168 1.6644 -0.419 -1.413 -0.329
H -5.8508 3.4748 2.2264 2.507 1.579 0.675
H -6.2808 5.8058 3.2504 -0.062 -0.977 -0.282
H -1.3478 1.7768 1.2354 -0.531 4.371 1.616
C -0.6268 1.8848 -3.3436 1.996 -2.435 -2.349
C -0.0838 2.8368 -4.2186 -3.602 3.070 4.368
C -0.3748 4.2518 -3.8566 2.389 -4.137 2.147
C -0.7658 4.5338 -2.4876 0.002 -2.251 -3.526
C -1.2258 3.4698 -1.6966 -0.792 3.395 -0.826
C -1.2618 2.2358 -2.1736 1.356 -3.727 1.592
O -1.6728 1.2448 -1.2596 -4.793 2.081 -3.944
O 0.0602 5.1798 -4.6966 -0.745 3.213 -0.807
H -0.3658 0.7648 -3.5736 -0.907 2.241 0.614
H 0.5082 2.6938 -5.0346 1.213 -0.914 -2.245
H -0.8458 5.5238 -2.2106 -0.151 1.948 0.748
H -1.8258 3.6638 -0.8466 0.144 0.300 1.200
H -1.1138 0.8258 -0.6956 3.719 -1.359 1.938
H 0.8692 5.2458 -5.2196 -0.191 -1.217 0.638
C -0.6388 -1.3352 6.2394 -2.211 -0.893 0.630
C -0.0998 -1.3952 4.8884 -0.830 -0.191 4.509
C 0.0842 -2.7192 4.4664 0.254 1.992 -3.965
C -0.3748 -3.8542 5.1064 0.417 1.646 1.246
C -0.9448 -3.7852 6.3604 0.057 2.258 -0.307
C -1.1558 -2.5082 6.9324 1.102 -0.922 0.505
O -1.7088 -2.4982 8.2594 -0.023 6.097 -4.400
O 0.5412 -2.8712 3.0884 0.852 0.661 0.509
H -0.9758 -0.3842 6.7304 0.911 -0.715 -0.668
H 0.1692 -0.3572 4.5634 -0.018 -1.746 -0.664
H -0.1208 -4.8092 4.8174 0.406 -1.783 -1.434
H -1.1768 -4.7062 6.8374 -0.396 -0.425 0.579
H -1.6288 -3.2572 8.7074 0.739 -4.644 1.973
H 0.7682 -1.9972 2.6184 -1.061 -1.415 1.420
C -4.9738 -0.7972 2.9914 7.097 -1.053 -6.812
C -3.5598 -0.8542 3.3114 -0.604 0.575 -1.827
C -2.6288 -0.8612 2.2564 -1.347 1.216 -0.578
C -3.1678 -0.8662 0.9174 -1.807 -0.179 4.477
C -4.5168 -0.7902 0.6304 1.491 -0.351 1.392
C -5.4288 -0.7792 1.6784 -0.289 -0.022 -1.044
O -6.7748 -0.6932 1.2654 1.201 0.784 10.925
O -1.2778 -0.4812 2.4234 -0.737 -1.303 -1.863
H -5.5888 -0.7012 3.6634 -6.343 0.828 7.255
H -3.2068 -0.6632 4.3074 -0.114 -0.221 0.417
H -2.4128 -0.7732 0.2934 2.856 0.337 -3.927
H -4.8628 -0.6662 -0.3556 -0.209 0.011 -1.213
H -6.8228 -0.7652 0.4274 -0.334 -0.808 -9.263
H -0.8138 -0.5482 1.4964 -0.978 0.451 2.078
C 6.1462 -1.0612 -2.3856 1.088 -3.767 4.232
C 4.8972 -1.4002 -1.9186 5.598 -3.293 5.288
C 4.7072 -2.3452 -0.8316 3.883 1.979 -1.734
C 5.8062 -2.8542 -0.1606 -0.503 -0.639 0.499
C 7.1222 -2.5382 -0.5116 1.408 -1.213 -0.511
C 7.2842 -1.7482 -1.6876 -0.284 2.206 -0.426
O 8.5542 -1.3932 -2.1656 -1.053 0.436 -0.257
O 3.5512 -2.8652 -0.5316 -0.319 -2.678 3.235
H 6.1842 -0.5292 -3.2746 0.735 0.998 -1.482
H 4.1382 -1.2472 -2.4396 -6.779 2.089 -4.451
H 5.5952 -3.6552 0.5944 0.372 0.903 -0.600
H 7.9682 -3.2012 0.0904 -1.933 2.381 -2.059
H 8.3872 -0.6442 -2.7956 0.510 -1.164 0.842
H 2.8482 -2.5582 -1.0176 -2.972 1.748 -2.101
C 1.3282 0.1408 -7.1566 2.351 0.473 -1.976
C 1.8042 0.2918 -5.8786 1.034 -0.452 3.480
C 1.4582 -0.6072 -4.7866 -1.646 -0.663 -2.527
C 0.5372 -1.6612 -5.1736 0.673 1.930 -1.167
C 0.0562 -1.8762 -6.5226 0.599 1.641 1.247
C 0.5332 -0.9862 -7.5476 -0.415 0.028 2.177
O 0.0082 -1.1022 -8.7956 2.038 -0.928 -2.874
O 1.8802 -0.3662 -3.5046 0.428 0.509 -2.018
H 1.9872 0.8968 -7.8726 -2.578 -2.173 1.155
H 2.5462 1.1038 -5.5916 -1.105 -0.930 -0.652
H -0.0028 -2.1562 -4.4106 -0.188 -0.880 0.831
H -0.8278 -2.5892 -6.5956 1.565 0.929 -0.500
H 0.7452 -1.3702 -9.4856 -2.167 0.907 2.168
H 1.5732 -0.9752 -2.8236 -0.285 0.011 0.214
C -0.9838 -5.0982 -3.0686 -4.454 3.102 -0.214
C -2.1868 -5.2742 -3.8786 2.998 3.672 2.831
C -3.0928 -4.2402 -4.0146 2.450 -0.461 2.264
C -2.9708 -3.0702 -3.2966 3.194 0.306 1.611
C -1.8748 -2.7392 -2.4446 -1.211 -6.350 -2.266
C -0.9478 -3.8832 -2.2736 -2.282 1.519 -3.435
O 0.0882 -3.5092 -1.5746 4.640 2.465 0.976
O -4.1418 -4.5662 -4.7206 -2.313 -0.503 -2.051
H -0.2798 -5.8502 -3.1316 1.663 -1.154 0.547
H -2.4738 -6.0712 -4.4236 -0.124 -3.073 -1.561
H -3.6738 -2.3462 -3.2456 -2.723 2.057 -0.634
H -1.8988 -1.8992 -1.8106 0.335 0.920 0.512
H 0.4162 -2.5542 -1.9016 -1.065 -2.951 1.731
H -4.8868 -4.1052 -4.3716 -1.056 0.522 0.012
```
Forces are in eV/Å.

Mulliken population analysis, charges in e, atoms 1 to 4: 0.77 0.81 1.17 -0.35


Entry 2:
# C48H48N6O6

9 unconnected molecules or ions with the total composition C48H48N6O6 at a distorted geometry (the ωB97M-V functional and the def2-TZVPD basis, the OMol25 dataset).

Summary:
Energy above the lowest of the compared OMol25 structures with the same formula, charge and spin: 0.0 kcal/mol
Electronic energy: -71766.6522 eV
E_HOMO: -0.30210 Ha
HOMO-LUMO gap: 8.51 eV
LUMO level: 0.287 eV
SMILES: Oc1ccc(O)cc1.Oc1ccc(O)cc1.Oc1ccc(O)cc1.c1ccncc1.c1ccncc1.c1ccncc1.c1ccncc1.c1ccncc1.c1ccncc1
Net charge: 0
F_max: 8.70 eV/Å

Structure (XYZ):
```
108
Properties=species:S:1:pos:R:3:forces:R:3
O -0.5422 -8.1477 -2.7714 0.688 2.581 2.335
C 0.3078 -7.0137 -2.5184 0.221 -1.290 2.461
C 0.3848 -6.4337 -1.1674 -0.360 1.105 -1.325
C 1.2378 -5.3077 -0.8174 -1.444 -2.327 -0.817
C 2.1658 -4.9447 -1.7564 -1.393 -0.967 -2.535
O 2.9528 -3.8877 -1.6004 0.200 0.745 2.282
C 2.1478 -5.5797 -3.0364 1.263 0.796 0.890
C 1.3038 -6.6307 -3.4054 1.081 -0.708 -1.883
H -0.3992 -8.5217 -3.6194 0.500 -0.187 -1.324
H -0.3432 -6.6877 -0.3984 0.035 -0.359 -0.402
H 1.1108 -4.7547 0.1076 0.085 -0.347 0.021
H 3.3648 -3.6347 -2.3994 0.697 0.354 -1.381
H 2.9688 -5.1217 -3.6274 -0.784 -1.033 -0.471
H 1.5328 -7.2497 -4.3964 -0.819 1.670 2.130
O -4.5532 3.3443 0.0776 0.185 -1.293 1.528
C -3.8102 3.5133 -1.0984 -0.938 -1.746 1.668
C -3.4382 4.7263 -1.6244 1.654 2.132 -2.147
C -2.7392 4.8543 -2.9684 -2.580 -6.495 4.509
C -2.5202 3.7033 -3.7144 -1.138 -1.820 3.720
O -2.1872 3.7053 -4.9984 1.167 0.022 -1.414
C -2.7792 2.4113 -3.0434 -1.207 0.910 0.681
C -3.5092 2.3363 -1.7774 2.357 -1.385 -4.077
H -4.5582 2.3943 0.6336 0.285 2.847 -2.486
H -3.5822 5.7553 -1.1524 -0.148 -1.921 -0.265
H -2.7532 5.7593 -3.3074 0.575 5.230 -2.274
H -1.6112 2.9403 -5.1514 -0.264 0.242 -0.248
H -2.5562 1.4633 -3.6164 -0.296 1.111 0.757
H -3.7982 1.2663 -1.5274 0.257 1.732 0.398
O -4.8552 -1.4277 -2.4464 -2.035 2.384 0.729
C -3.7782 -1.9417 -3.0524 1.916 1.016 -3.261
C -3.0792 -1.3987 -4.1764 2.690 -5.115 1.400
C -1.8692 -2.1387 -4.7594 -2.274 2.477 1.107
C -1.5462 -3.3177 -4.0934 2.344 -1.335 0.550
O -0.3482 -3.9957 -4.5484 0.182 -1.088 1.612
C -2.2482 -3.8197 -2.9244 0.766 0.179 -1.917
C -3.3812 -3.1557 -2.5174 2.178 0.658 -1.536
H -5.1242 -0.4627 -2.5774 1.139 -2.036 -0.330
H -3.3792 -0.5987 -4.7094 -1.137 2.834 -1.328
H -1.2852 -1.5427 -5.6154 -1.250 -2.077 2.071
H 0.1588 -4.7337 -3.9514 -2.509 2.713 -1.470
H -1.8492 -4.7467 -2.4524 -0.522 0.869 -0.334
H -3.9032 -3.3587 -1.6794 -1.546 -1.448 2.728
C 7.1308 1.2613 0.0636 3.030 -1.170 4.464
C 6.9118 2.1603 -0.8904 -0.578 2.806 -4.055
C 5.8508 2.0333 -1.8764 1.539 -1.960 3.336
N 5.0268 0.9763 -1.7104 -0.380 -0.522 -0.504
C 5.2268 0.0533 -0.7404 1.728 0.022 0.761
C 6.3448 0.1743 0.1936 -4.506 2.985 -6.417
H 7.9898 1.2883 0.9136 -1.789 0.590 -2.442
H 7.6308 2.9663 -1.0494 -0.277 -0.019 0.216
H 5.7978 2.7083 -2.7354 -0.434 -0.326 0.403
H 4.6128 -0.9357 -0.6734 0.698 2.228 -0.417
H 6.4028 -0.5227 0.8406 0.922 -4.654 4.672
C -4.1152 -2.0447 2.3236 -1.571 3.505 -0.828
C -3.3372 -0.9247 2.7466 -6.431 0.773 -4.327
C -3.6492 0.3853 2.3926 -3.508 -3.046 -0.977
N -4.8222 0.6233 1.6996 2.432 1.166 0.260
C -5.5192 -0.3967 1.2726 2.062 -0.935 2.104
C -5.2442 -1.7367 1.6026 -2.143 0.412 -2.020
H -4.0712 -3.0517 2.4986 1.402 -2.261 1.064
H -2.5382 -1.1097 3.1806 7.393 -1.496 4.337
H -3.1432 1.2283 2.7056 1.292 1.454 0.597
H -6.3552 -0.1167 0.7736 -2.571 0.414 -1.719
H -6.0602 -2.3987 1.1206 1.893 0.328 1.268
C 4.6698 1.3253 3.0346 -1.358 4.038 2.425
C 3.5398 1.8963 2.4266 1.497 2.942 0.002
C 3.3088 3.3153 2.6066 0.299 -1.396 0.746
N 3.9788 4.0473 3.4936 1.253 -0.769 0.350
C 5.0018 3.4473 4.2086 -2.081 -3.328 -2.644
C 5.3758 2.0663 4.0766 -0.936 0.631 -1.493
H 4.8668 0.3443 2.9306 0.806 -3.244 -0.645
H 2.9588 1.5433 1.6076 -0.179 -1.315 -0.280
H 2.5038 3.8113 2.0136 0.717 -0.331 0.647
H 5.4878 4.0313 4.8836 1.217 1.766 1.835
H 6.2008 1.5653 4.6846 -1.257 0.985 -0.961
C 0.6128 0.2673 3.9616 -0.956 -5.638 2.512
C 0.9528 -1.1327 4.2576 -2.224 2.609 0.735
C 0.1288 -1.8577 5.1906 0.086 5.224 -2.482
N -0.9662 -1.3377 5.7456 0.127 1.148 0.399
C -1.2502 0.0003 5.4726 -2.203 -3.753 0.448
C -0.5562 0.7103 4.5686 1.871 0.764 -0.482
H 1.2418 0.8863 3.4626 1.605 1.633 -1.756
H 1.8038 -1.6937 3.9386 0.635 0.322 -0.570
H 0.6788 -2.6757 5.4186 0.077 -3.461 1.546
H -2.2612 0.3623 5.8356 1.570 -0.407 -0.042
H -0.7812 1.7223 4.4546 -0.619 1.596 -0.330
C -1.0062 3.9263 1.0396 1.498 3.105 0.422
C -1.2752 4.8013 2.1406 1.763 -0.682 -2.107
C -0.4332 5.8963 2.2766 1.747 -4.780 -5.797
N 0.6118 6.0843 1.4516 0.322 0.067 -0.401
C 0.8458 5.2813 0.3866 -0.373 1.748 2.150
C 0.0358 4.2383 0.1156 -1.471 -1.974 -1.273
H -1.5862 3.1083 0.8186 -1.569 -1.729 -0.237
H -2.0272 4.6783 2.8556 -1.246 -0.584 0.702
H -0.4402 6.5863 2.9346 -0.853 4.462 4.972
H 1.7038 5.5513 -0.1844 0.428 0.064 -0.548
H 0.1758 3.7143 -0.9034 -0.389 0.390 2.035
C -1.2072 -1.1367 -0.5154 1.038 1.439 -0.123
C 0.0578 -1.8167 -0.6764 -3.940 4.992 2.302
C 1.1938 -1.2137 -0.2594 1.990 -2.056 1.083
N 1.3148 -0.2057 0.5236 -3.159 5.869 2.010
C 0.1498 0.5643 0.6716 -2.144 -0.369 -0.366
C -1.1432 0.1133 0.1736 6.218 -4.080 -0.361
H -2.1622 -1.3427 -1.1244 1.758 -0.288 1.253
H 0.0038 -2.5087 -1.3354 0.365 -5.137 -3.991
H 2.1938 -1.6027 -0.2674 0.149 -1.331 -1.304
H -0.0272 1.6443 1.1186 1.807 -2.394 -0.492
H -1.8602 0.7583 0.0156 -3.907 3.329 -0.013
```
Forces are in eV/Å.

Mulliken population analysis, charges in e, atoms 1 to 4: -0.55 0.92 -0.65 -0.33